[1]
C4H9NS | ωB97M-V/def2-TZVPD

Atoms and positions in Å:
C: 2.3163 -0.4219 0.1287
C: 1.0272 0.1284 -0.4782
C: -0.4418 0.2731 0.1853
C: -1.7415 0.9271 -0.2637
H: 2.8624 -1.3093 -0.8158
H: 2.4955 -1.0534 1.0339
H: 3.3299 0.4797 0.3112
H: 1.2519 0.7072 -1.3509
H: 0.3648 -1.3930 0.1329
H: -0.4789 0.2827 1.4911
H: -2.1686 1.8017 0.5001
H: -1.8675 1.4404 -1.2769
H: -3.7396 -0.3636 1.1662
N: -0.0656 -0.8525 -0.5854
S: -3.1447 -0.6466 -0.1783

Atomic forces in eV per Å
5.47 0.02 -1.72
-1.15 0.60 0.60
0.51 1.55 3.59
-2.49 1.72 1.20
-1.74 2.95 2.68
-1.37 0.68 -0.47
-3.44 -2.63 -0.90
-0.24 0.26 -0.38
-0.65 -2.31 0.22
0.38 -0.58 -4.01
1.27 -2.59 -1.79
0.50 -1.38 1.13
1.26 -0.29 -2.53
1.14 -0.52 0.22
0.56 2.53 2.15

## Properties
Total energy   -610.5337 Eh
Frontier orbital gap   9.74 eV

[2]
C4H6N4 | ωB97M-V/def2-TZVPD

Atoms and positions in Å:
C: 0.7522 1.4452 -0.2015
C: -0.5669 1.3810 0.0164
N: -1.4850 0.4633 0.0187
N: -1.4146 -0.8507 -0.6258
C: -0.4359 -1.5603 -0.3327
C: 0.7498 -1.1981 0.5356
N: 1.9055 -0.6354 -0.3278
N: 1.8218 0.5666 -0.5535
H: 1.0519 2.4883 -0.1669
H: -1.0862 2.2663 0.3887
H: -2.4092 0.8087 -0.2446
H: -0.4974 -2.5919 -0.7156
H: 1.1481 -2.1647 0.8791
H: 0.4660 -0.4183 1.3299

Atomic forces in eV per Å
0.75 0.60 0.11
1.25 1.83 0.79
-3.20 -4.13 -1.52
-1.25 1.93 0.37
1.25 -0.92 0.65
0.13 0.14 -0.39
-1.37 -0.18 1.26
0.03 0.92 -0.85
0.58 -0.30 -0.04
0.72 0.51 -0.41
0.47 -0.18 0.47
0.25 0.54 -0.07
-0.14 0.66 0.54
0.52 -1.42 -0.91

## Properties
Total energy   -374.8940 Eh
Frontier orbital gap   8.45 eV
SMILES   C1=C\N/N=C\C\N=N/1

[3]
O3 | ωB97M-V/def2-TZVPD

Atoms and positions in Å:
O: 0.5583 -0.9434 0.2271
O: -0.5572 1.0730 0.2199
O: -0.0011 -0.1296 -0.4471

Atomic forces in eV per Å
-0.03 0.16 0.37
2.15 -4.53 -2.18
-2.12 4.38 1.81

## Properties
Total energy   -225.4232 Eh
Frontier orbital gap (alpha / beta)   8.88 / 8.87 eV

- Number 3 is which compound?
  O3